Density functional theory data (ωB97M-V with the def2-TZVPD basis set) for C44H65Br57Cl2N2O9P as an isolated structure at a distorted geometry.

The geometry in XYZ format:
```
180
Properties=species:S:1:pos:R:3:mulliken_charge:R:1
C -4.73532 8.31783 -2.06386 -0.41
Br -11.99689 -5.08526 -6.96002 -0.01
C 2.16518 -0.52577 -1.33091 -1.16
H 5.03900 1.22472 -0.41449 0.35
O -2.61703 2.75800 -0.36954 -0.03
C -1.94147 -4.77741 -3.38036 -0.37
Br -8.71704 8.85182 -5.41296 -0.05
C -0.86572 4.32846 0.43626 1.44
H 5.30185 -5.63855 6.67014 0.44
Br -3.52497 8.76363 4.83178 -0.09
H 0.40538 4.90244 3.18809 0.36
Br 13.26189 -6.51183 -2.31952 -0.01
C 3.01018 0.44522 -0.43015 1.72
H -3.74470 2.78180 -3.28264 0.22
N -2.60584 6.42459 0.04572 -0.44
H -13.49037 0.28717 -9.46028 0.37
H 1.33537 3.40950 3.16779 0.72
Br -3.00124 -5.94786 -2.27451 0.01
C 0.26124 3.63970 1.31874 0.58
Br -2.45362 5.74485 4.69098 0.21
C -0.68606 3.08734 3.72156 -0.30
Br -13.73963 -1.14177 -7.45540 -0.01
Br -9.15602 -4.32350 -5.71240 -0.03
C 2.62588 1.93548 -0.67837 -0.37
C 0.37334 3.85103 2.86344 -0.38
Br 11.32152 -4.05780 -1.67148 -0.03
H -7.32129 7.24065 -4.15739 -0.41
H 7.36081 -12.47785 3.41209 -0.56
H -8.24650 2.91252 0.63944 0.37
H -5.86123 4.30746 -2.49763 -0.76
H 10.77258 -1.25884 4.72803 0.08
C 2.91525 -1.68332 2.46504 -1.14
Br -5.37408 9.83963 -3.06200 -0.04
C -2.87972 7.24102 5.84163 -0.47
C 11.43556 -5.89852 -2.24112 -0.37
Br 12.07159 -4.11347 4.72573 -0.06
Br -12.23670 0.76176 -4.21937 -0.02
Br -9.50361 2.19000 -3.36514 0.03
Br 9.37573 -15.41048 -2.82691 -0.01
C 4.28801 -3.74756 1.63023 -1.04
Br 8.64243 -14.16246 2.13940 0.01
Br 6.32431 4.31727 -4.45673 0.00
O -5.25640 1.60251 -2.40030 -0.52
C 5.70505 -5.36940 5.70234 -0.33
C -6.12458 2.26993 -3.30524 -0.29
H 3.31328 -3.15279 -0.69018 0.22
Cl -0.12285 1.85166 1.20455 0.14
Br -4.11066 6.74087 7.24367 -0.07
C -8.99287 9.13363 2.00551 -0.42
H -4.69397 2.30027 5.49687 0.36
C 9.90443 -0.61055 4.74236 -0.15
H 0.13997 6.27010 0.33042 0.56
O -7.47895 3.34173 -1.57108 -0.28
Br 10.34475 -7.04954 -1.14142 0.04
Br 5.01286 -6.64239 4.42566 -0.03
H 3.31287 2.39528 -1.40863 0.30
C -5.55630 4.32017 -8.41194 -0.35
H 0.88100 -2.26960 -0.95786 0.19
Br -7.11969 3.21745 -8.14971 0.00
C 6.56872 3.43424 -2.76161 -0.25
H -4.71008 3.65318 -8.51130 0.35
Br 9.44004 -12.31673 -2.03761 0.02
C -7.36284 4.42751 -0.64939 1.43
Br 8.46575 -8.40657 1.24423 0.04
Br -12.23178 1.65205 -7.82238 0.01
H 1.87086 -1.33911 2.42865 0.17
Br -9.31214 7.27866 -2.69833 0.00
H -0.76149 2.83030 -1.21834 0.46
Cl 2.46505 5.21625 1.45365 0.00
H 4.89321 -0.57908 -0.13204 0.26
H -1.78869 4.23441 -1.53579 0.50
O -3.11586 1.65975 3.56128 -0.39
C -1.48898 3.52142 -0.74709 -2.41
H -6.98704 1.61695 -3.47928 0.04
Br 10.04064 0.55297 3.20764 -0.01
C -0.36033 -4.82655 2.01472 -0.44
Br -8.74739 5.65530 -5.39551 0.00
C 11.02342 -5.19638 3.51605 -0.08
C 7.57104 -13.51915 3.61059 0.54
O 2.26495 5.53267 -1.04883 -0.42
C 10.10730 -14.08166 -1.63549 0.26
C -8.06764 4.00066 0.65584 -1.38
H -3.12848 2.20766 6.45319 0.29
H -3.25943 1.31113 -2.32926 0.46
H 5.01714 -3.73825 0.80412 0.34
Br -9.41436 -4.95371 -8.83581 -0.01
C 2.81078 -2.53998 0.07331 -0.67
Br 7.62623 -5.46495 5.84322 -0.03
O -1.95759 3.58680 4.00584 0.16
Br -4.66480 6.73164 -3.16852 -0.03
H -3.76484 3.74266 5.83983 0.03
O -0.39129 2.05852 4.20754 -0.48
H -3.72057 8.53605 -1.75899 0.32
H 9.76902 -14.32864 -0.63777 -0.31
C 1.26694 4.58219 -0.73285 0.11
H -3.31698 3.68465 1.75871 0.10
C -10.29214 -4.24045 -7.27250 0.13
Br -7.71677 10.17851 3.00772 0.00
C -12.79600 0.01395 -8.67640 -0.33
P -2.16913 5.42881 1.17849 0.27
Br 12.16009 -14.54745 8.01320 0.00
C 3.27233 -2.61895 1.31384 1.42
Br 12.12659 -6.17290 2.27830 -0.01
Br -5.66554 5.34673 -10.03934 -0.03
H 2.77593 0.18358 0.61129 -0.66
H 10.50024 -5.92938 4.11878 0.11
H -7.48111 4.22908 1.56012 0.25
Br -8.67499 7.23876 2.19430 0.01
H 4.75439 0.07008 -1.76986 0.36
H 1.60312 1.93122 -1.10173 -0.15
Br 9.68036 -4.15423 2.60704 0.08
Br 5.09868 -3.57652 5.31571 -0.04
Br 10.01365 -13.42691 10.09685 0.00
H -4.64890 2.76840 -0.46164 0.42
Br -0.76527 -2.96031 2.30665 0.03
O -1.63532 6.33123 2.44504 -0.12
H 1.05362 3.93154 -1.58662 0.26
H 3.55227 -0.77960 2.35359 0.22
C 2.62210 2.79968 0.60407 -1.03
C -3.80474 3.06779 -1.10828 0.04
H -1.39452 7.22579 2.15836 0.28
Br 5.43582 4.20190 -1.39236 0.06
Br -11.31541 -0.89655 -9.51795 -0.02
Br 6.37216 -9.94184 3.10210 -0.06
C -3.95061 2.17076 -2.38581 -0.84
C -2.89572 2.54575 4.29470 0.46
H 6.25808 2.40465 -2.88885 0.23
C 11.37619 -12.97514 8.80841 -0.34
H 11.03870 -5.94695 -3.24669 0.36
C 1.64801 -1.69272 -0.41418 0.27
H 1.31232 -0.00872 -1.80630 0.32
Br 5.87337 -14.43044 3.71486 0.00
H 2.78030 -0.94217 -2.14550 0.51
H -6.29221 4.61225 -0.43318 -0.50
C -10.44419 1.23013 -4.74825 -0.14
H -5.67304 2.47811 -4.29474 0.32
C 4.54007 0.28825 -0.71137 -1.49
Br -9.04417 9.65474 0.15099 -0.02
H 7.42657 -7.72145 3.38270 -0.14
H 12.16382 -12.46119 9.34371 0.33
O -3.50321 4.62884 1.58761 -0.37
C -3.66650 2.66644 5.61359 -0.90
H 1.92575 6.03440 -1.80732 0.49
H 3.73492 -4.69774 1.65885 0.22
H -1.96007 7.54890 6.32308 0.42
C -8.38087 7.25481 -4.38535 0.41
H -3.93868 4.14451 -1.31330 0.06
Br 9.24883 -9.15416 4.24896 0.04
H 2.58886 2.21905 1.53849 0.51
Br -2.06513 -2.93884 -2.80054 0.02
Br 12.03558 -14.12726 -1.60815 0.00
H -10.48773 -3.19255 -7.46798 -0.10
Br 8.41661 3.40889 -2.22104 0.01
H -1.28418 -5.37427 2.14893 0.40
H 4.77689 -3.53925 2.59125 0.03
H -7.28095 4.06296 -3.52095 0.01
H -10.52781 1.89578 -5.59740 0.12
C -6.67423 3.59221 -2.72068 1.05
Br 8.35109 -1.74771 4.63905 0.11
H 3.16598 -2.09535 3.45296 0.25
H 1.14454 -1.20260 0.43765 -0.30
Br -5.76810 8.03739 -0.46102 0.10
N 1.57458 3.91530 0.59380 0.46
Br -9.46172 -0.31605 -5.35127 0.03
H -7.81974 5.34355 -1.06527 -0.25
C 7.82190 -8.67084 3.04258 0.11
Br -5.21581 5.44524 -6.87982 0.02
Br 9.96020 0.37660 6.39880 -0.03
Br 0.23917 -5.15730 0.21267 0.01
Br 10.71114 -11.75662 7.46664 -0.01
Br -0.10663 -5.36578 -3.49129 -0.05
Br 0.89524 -5.49858 3.31849 -0.01
C 0.01090 5.41742 -0.35289 -1.77
Br 8.53021 -13.59059 5.28087 0.07
H -9.05804 4.47016 0.77041 0.29
H 3.58968 3.31948 0.63447 0.49
H -0.46844 5.83169 -1.24700 0.57
H -9.97009 9.33788 2.42349 0.41
H -2.43494 7.38236 0.34327 0.20
H -2.35218 -4.82489 -4.38051 0.37
```

Values from the calculation:
Frontier orbital gap ... 6.120 eV
HOMO level ... -10.6 eV
LUMO energy ... -0.16407 Eh
Net charge ... +1